An isolated molecule of C18H18N2O7S at a distorted geometry. Source: the OMol25 dataset; level of theory: ωB97M-V/def2-TZVPD.

CARTESIAN COORDINATES (ANGSTROEM)
C1 2.1604 0.3064 -5.2340
H1 1.5593 1.1979 -5.4370
O1 1.3480 -0.8356 -5.0823
C2 0.4844 -0.8675 -4.0301
C3 0.3354 0.1480 -3.1089
C4 -0.5758 -0.0410 -2.0638
C5 -1.3366 -1.2335 -1.9739
C6 -1.1897 -2.2452 -2.9213
C7 -0.2818 -2.0507 -3.9310
H2 -0.1253 -2.8052 -4.6856
H3 -1.7684 -3.1538 -2.8594
N1 -2.1352 -1.1571 -0.8775
C8 -1.9088 0.0469 -0.2427
C9 -0.9574 0.7692 -0.9621
N2 -0.4640 2.0195 -0.6346
S1 1.1821 2.0839 -0.1938
O2 1.3340 3.3026 0.5393
O3 1.9930 1.8831 -1.3548
C10 1.2534 0.6667 0.8823
C11 1.6461 -0.5670 0.4141
C12 1.4753 -1.6602 1.2417
C13 0.8878 -1.5469 2.5023
C14 0.4629 -0.2757 2.9529
C15 0.6730 0.8193 2.1256
H4 0.3755 1.8124 2.4157
O4 -0.1661 -0.1777 4.1595
C16 -0.6727 1.0833 4.5480
H5 -1.3710 1.4787 3.8054
H6 0.1333 1.8038 4.7115
H7 -1.1930 0.9043 5.4878
O5 0.7689 -2.7266 3.1610
C17 0.3739 -2.7851 4.5158
H8 -0.6693 -2.4925 4.6470
H9 0.4970 -3.8303 4.7990
H10 1.0072 -2.1597 5.1472
H11 1.7762 -2.6466 0.9276
H12 2.0763 -0.6573 -0.5689
H13 -1.0052 2.4501 0.1083
C18 -2.5255 0.4173 0.9978
O6 -2.3230 1.4587 1.5960
O7 -3.3549 -0.5302 1.4904
H14 -3.7278 -0.2251 2.3312
H15 -2.8002 -1.8417 -0.5618
H16 0.9056 1.0593 -3.1405
H17 2.7752 0.4837 -4.3468
H18 2.8015 0.0986 -6.0893

## Properties
- SMILES = COc1ccc2[nH]c(C(=O)O)c(NS(=O)(=O)c3ccc(OC)c(OC)c3)c2c1
- LUMO (Eh) = 0.00086
- ΔE to the lowest compared entry with this formula, charge and spin (kcal per mole) = 13.1
- maximum force (eV Å⁻¹) = 1.25

The ion C5H13NO with charge +1 at a distorted geometry. Source: the OMol25 dataset; level of theory: ωB97M-V/def2-TZVPD.

CARTESIAN COORDINATES (ANGSTROEM)
C1 1.1480 1.1815 -0.5575
O1 0.1200 2.2043 -0.5936
C2 0.3083 -0.1214 -0.9105
C3 0.0429 -1.1421 0.2761
C4 -1.3291 -0.7906 0.9729
C5 -1.0720 0.1740 2.0729
N1 1.2788 -0.8066 -1.8032
H1 1.8702 1.3569 -1.3403
H2 1.5624 0.9361 0.4297
H3 -0.1895 2.4793 -1.4567
H4 -0.6100 0.1179 -1.5354
H5 0.0031 -2.0486 -0.2901
H6 0.9127 -1.1697 0.9400
H7 -1.9942 -0.1780 0.2039
H8 -1.7621 -1.7070 1.3282
H9 -1.8458 0.3286 2.6989
H10 -0.7675 1.2024 1.7496
H11 -0.1475 -0.1374 2.5276
H12 0.7249 -1.5938 -2.1174
H13 1.7464 -0.2857 -2.5952

## Properties
- spin multiplicity = 2
- LUMO (spin up / spin down) (Eh) = -0.13144 / -0.32975
- net charge = +1
- ΔE to the lowest compared entry with this formula, charge and spin (kcal per mole) = 76.7
- maximum force (eV Å⁻¹) = 4.37